The following is a DFT calculation (the ωB97M-V functional and the def2-TZVPD basis) of 2 unconnected molecules or ions with the total composition C18H19F3NO6S2.

Each line ends with the natural charge from an NBO analysis.
Geometry (Å):
C  2.2426  -0.1394  2.3243  -0.639
C  1.3790  1.0493  1.9879  -0.086
O  0.0420  0.6089  1.6784  -0.563
C  -0.8268  1.6620  1.5721  0.763
C  -2.2361  1.1787  1.6630  -0.477
C  -3.2463  2.2247  1.6953  0.526
O  -3.1640  3.3201  1.1436  -0.671
C  -4.5623  1.8965  2.4662  -0.494
C  -5.4852  1.0175  1.6356  -0.387
C  -4.8869  -0.3600  1.3130  -0.401
C  -3.8394  -0.8244  2.3220  -0.390
C  -2.4444  -0.1520  2.2840  -0.409
O  -0.4277  2.8061  1.4681  -0.671
H  3.2949  0.1183  2.1754  0.184
H  2.1113  -0.4071  3.3765  0.201
H  2.0093  -1.0200  1.7181  0.221
H  1.3449  1.7782  2.8159  0.179
H  1.7696  1.5499  1.0962  0.208
H  -4.3112  1.4152  3.4200  0.186
H  -5.0492  2.8523  2.6954  0.210
H  -6.4117  0.8800  2.2112  0.176
H  -5.7681  1.5417  0.7133  0.203
H  -5.7080  -1.0880  1.3438  0.183
H  -4.4840  -0.3914  0.2966  0.202
H  -4.2657  -0.7231  3.3292  0.179
H  -3.6666  -1.8996  2.1879  0.191
H  -1.7361  -0.8324  1.7902  0.212
H  -2.0964  -0.1158  3.3361  0.161
F  -1.2306  0.6723  -5.1659  -0.322
C  -0.1200  1.0282  -4.4391  0.822
F  0.9728  0.6901  -5.1572  -0.312
F  -0.1236  2.3921  -4.3353  -0.315
S  -0.2403  0.2207  -2.8050  0.478
N  1.4135  -0.5145  -2.6687  -0.829
C  2.0984  -1.4283  -3.5160  0.659
O  1.6115  -1.9994  -4.4756  -0.526
C  3.4802  -1.5506  -2.9365  -0.070
C  3.5259  -1.2064  -1.5970  -0.313
C  4.6638  -1.3136  -0.7963  -0.172
C  5.8368  -1.7641  -1.4095  -0.188
C  5.8269  -2.1142  -2.7688  -0.206
C  4.6563  -2.0347  -3.5309  -0.174
S  1.9639  -0.5847  -1.0795  2.302
O  2.0944  0.7819  -0.6533  -0.882
O  1.2361  -1.5728  -0.3274  -0.873
H  4.6222  -1.0385  0.2612  0.247
H  6.7613  -1.8369  -0.8398  0.224
H  6.7519  -2.4594  -3.2371  0.221
H  4.6207  -2.3135  -4.5814  0.233

Properties
Energy above the lowest of the compared OMol25 structures with the same formula, charge and spin, kcal/mol: 0.00
Charge: -1
E_HOMO, eV: -2.62

The following is a DFT calculation (the ωB97M-V functional and the def2-TZVPD basis) of 3 unconnected molecules or ions with the total composition C7H10F7O10S4.

Each line ends with the natural charge from an NBO analysis.
Geometry (Å):
O  -0.3781  1.9375  4.2136  -0.793
S  -0.9683  1.7349  2.9423  1.981
O  -1.5016  2.8075  2.1907  -0.796
S  -2.6193  0.2797  3.2633  0.160
C  0.1344  0.6658  1.8536  0.464
F  1.3923  1.0349  2.0073  -0.252
F  -0.0338  -0.5731  2.3623  -0.301
C  -0.3702  0.6337  0.3924  0.541
F  0.2042  -0.4165  -0.1805  -0.264
F  -1.6890  0.4228  0.5035  -0.290
C  -0.0994  1.9346  -0.4617  0.930
F  -1.2630  2.5043  -0.7781  -0.283
F  0.6366  2.7953  0.2323  -0.294
F  0.5387  1.5819  -1.5746  -0.280
H  -1.9913  -0.8323  3.7052  0.240
H  -3.1527  0.7335  4.4219  0.238
C  4.0096  -1.0452  0.0368  -0.099
C  4.3932  -0.5553  1.4197  -0.100
O  5.3504  -1.5092  1.8755  -0.683
S  6.2162  -2.0526  0.6315  2.541
O  7.4266  -1.3266  0.5533  -0.880
O  6.1819  -3.4652  0.6561  -0.880
O  5.2332  -1.5142  -0.5241  -0.682
H  3.3044  -1.8792  0.0869  0.188
H  3.6004  -0.2562  -0.5904  0.203
H  3.5517  -0.5288  2.1063  0.194
H  4.8676  0.4285  1.3802  0.198
C  -3.9476  0.7183  -3.4491  -0.098
C  -3.1729  -0.5306  -3.8159  -0.104
O  -3.1588  -1.2994  -2.6000  -0.692
S  -4.5272  -1.0634  -1.8010  2.553
O  -5.4293  -2.1120  -2.0873  -0.875
O  -4.1958  -0.7092  -0.4641  -0.935
O  -4.9953  0.2454  -2.5897  -0.682
H  -3.3312  1.4264  -2.8908  0.185
H  -4.3817  1.2130  -4.3125  0.226
H  -2.1541  -0.3193  -4.1263  0.216
H  -3.6804  -1.1097  -4.5887  0.207

Properties
Charge: +1
E_HOMO, eV: -13.20

The following is a DFT calculation (the ωB97M-V functional and the def2-TZVPD basis) of a molecular structure, C2H3NS2.

Each line ends with the natural charge from an NBO analysis.
Geometry (Å):
C  0.5534  -1.3367  0.0657  -0.454
C  0.1543  -0.0898  -0.0276  -0.036
N  -1.5901  1.0727  0.1270  -0.788
S  2.3199  -1.0427  0.0066  0.169
S  1.5621  0.8956  0.1526  0.172
H  0.0903  -2.2233  0.1491  0.232
H  -2.0962  0.8198  -0.6452  0.350
H  -0.9938  1.9045  0.1719  0.355

Properties
Energy above the lowest of the compared OMol25 structures with the same formula, charge and spin, kcal/mol: 89.05
E_HOMO, eV: -9.13